The following is a DFT calculation (wB97M-V/def2-TZVPD) of a structure of composition C28H30BrIN4ORhS2.

```
68
Properties=species:S:1:pos:R:3:mulliken_spin:R:1
Rh 0.0716 -0.1070 0.5222 2.36
C -0.9378 3.5973 -2.0356 0.01
C -1.0957 2.4916 -1.0363 -0.07
N -0.0550 1.9010 -0.5104 0.22
N 1.1305 2.5329 -0.9011 0.03
C 2.1782 1.7727 -0.8631 0.03
S 2.2199 0.0946 -0.4585 0.36
S 3.6847 2.5558 -1.4091 0.02
C 4.5057 2.7939 0.2131 0.01
C 4.1145 4.0545 0.9188 0.00
C 3.0539 4.0598 1.8138 0.00
C 2.6699 5.2230 2.4612 0.00
C 3.3515 6.4061 2.2131 0.00
C 4.4162 6.4128 1.3228 0.00
C 4.7949 5.2439 0.6818 0.00
C -2.4412 2.1219 -0.5973 0.18
C -3.4509 3.0882 -0.6782 -0.10
C -4.7444 2.8317 -0.2794 0.25
C -5.1276 1.5458 0.1889 -0.05
C -4.2089 0.5586 0.2612 0.13
C -2.8283 0.7961 -0.1120 0.11
O -2.0293 -0.1647 -0.0296 0.32
H -0.1979 3.3085 -2.7779 0.00
H -0.5485 4.4962 -1.5558 -0.01
H -1.8753 3.8190 -2.5376 0.00
H 5.5720 2.7874 -0.0157 0.00
H 4.3064 1.9097 0.8178 0.00
H 2.5305 3.1349 2.0135 0.00
H 1.8478 5.2070 3.1642 0.00
H 3.0610 7.3170 2.7174 0.00
H 4.9561 7.3298 1.1325 0.00
H 5.6283 5.2559 -0.0099 0.00
H -3.2032 4.0770 -1.0328 0.00
H -5.4826 3.6195 -0.3236 0.01
H -6.1534 1.3677 0.4808 0.00
H -4.4535 -0.4357 0.6057 0.00
C 1.3898 -3.0493 -0.2908 0.02
C 1.3513 -4.5879 -0.1630 0.00
N 0.1020 -5.0302 0.4561 0.00
C -0.0163 -4.4129 1.7712 0.01
C -0.0216 -2.8731 1.6453 -0.03
N 0.1257 -2.4692 0.2183 0.05
C -1.0054 -3.0540 -0.5413 0.00
C -1.0173 -4.5883 -0.3727 0.01
H 1.5053 -2.7213 -1.3248 0.00
H 2.2051 -2.6111 0.2871 -0.01
H 2.1820 -4.9488 0.4446 0.00
H 1.4308 -5.0625 -1.1414 0.00
H 0.8199 -4.7461 2.3872 0.00
H -0.9348 -4.7679 2.2405 0.00
H 0.8015 -2.4196 2.2043 0.00
H -0.9594 -2.4441 2.0086 0.00
H -0.8712 -2.7590 -1.5833 0.00
H -1.9206 -2.5858 -0.1784 0.00
H -0.9437 -5.0884 -1.3390 0.00
H -1.9426 -4.9218 0.0998 0.00
Br 1.5229 1.7116 6.0147 0.00
C 0.1509 0.4710 5.6910 0.00
C -0.3057 -0.3038 6.7538 0.00
C -1.3161 -1.2286 6.5601 0.00
C -1.8884 -1.3938 5.3071 0.00
C -1.4448 -0.6261 4.2423 0.01
C -0.4278 0.3011 4.4412 -0.01
I 0.1942 1.4334 2.8224 0.11
H 0.1379 -0.1735 7.7308 0.00
H -1.6586 -1.8207 7.3971 0.00
H -2.6827 -2.1118 5.1585 0.00
H -1.8933 -0.7338 3.2638 -0.01
```

Summary:
**Charge**: +1
**HOMO (spin up / spin down)**: -10.293 / -10.786 eV
**LUMO (spin up / spin down)**: -3.14 / -5.88 eV
**2S+1**: 5
**Kohn-Sham gap (spin up / spin down)**: 7.15 / 4.90 eV